No. 1
This record from the OMol25 dataset describes a cluster of 7 separate species, C28H38ClN11OP in total in a non-equilibrium geometry. The level of theory is ωB97M-V/def2-TZVPD.

* E_LUMO: -5.16 eV
* E_HOMO: -0.3594 Eh
* M: 611.1 g/mol
* total energy: -2568.2724 Ha

```
! wB97M-V def2-TZVPD RIJCOSX def2/J DEFGRID3
* xyz 1 1
N 2.44 2.19 1.58
P 2.20 0.56 1.66
C 0.32 0.31 1.85
N -0.29 -0.92 1.19
C -1.76 -0.68 1.56
N -2.77 -1.56 1.12
N -1.90 0.60 2.38
C -3.21 1.22 2.92
C -3.89 1.95 1.58
O -4.33 1.16 0.60
Cl -3.99 3.80 1.48
N -0.67 1.21 2.57
H 3.08 2.47 2.35
H 2.62 0.02 0.38
H 2.94 -0.03 2.77
H -2.97 -1.65 0.09
H -3.31 -2.05 1.87
H -2.95 2.04 3.74
H -3.91 0.42 3.41
H -0.46 2.11 3.07
N 2.62 -3.00 -0.19
C 2.70 -2.86 -1.55
C 3.59 -3.79 -2.02
C 4.06 -4.53 -0.90
C 3.44 -4.01 0.21
H 2.04 -2.44 0.42
H 2.11 -2.11 -2.06
H 3.87 -3.93 -3.05
H 4.78 -5.34 -0.91
H 3.52 -4.29 1.26
N -0.10 -6.25 0.75
C -1.30 -6.90 0.56
C -2.02 -6.21 -0.39
C -1.23 -5.11 -0.79
C -0.05 -5.16 -0.08
H 0.62 -6.53 1.39
H -1.53 -7.79 1.12
H -3.00 -6.47 -0.75
H -1.49 -4.36 -1.53
H 0.82 -4.51 -0.09
N -2.17 5.73 -0.66
C -3.23 6.51 -1.02
C -2.78 7.45 -1.93
C -1.40 7.21 -2.12
C -1.05 6.14 -1.33
H -2.21 4.96 0.00
H -4.22 6.34 -0.61
H -3.39 8.21 -2.40
H -0.73 7.77 -2.77
H -0.10 5.65 -1.19
N 3.83 -0.21 -3.66
C 2.77 0.57 -4.02
C 3.22 1.51 -4.93
C 4.60 1.27 -5.12
C 4.95 0.20 -4.33
H 3.79 -0.98 -3.00
H 1.78 0.40 -3.61
H 2.61 2.27 -5.40
H 5.27 1.83 -5.77
H 5.90 -0.29 -4.19
N -4.77 -2.14 -4.41
C -5.34 -1.32 -3.46
C -4.37 -1.00 -2.54
C -3.17 -1.64 -2.95
C -3.45 -2.33 -4.10
H -5.26 -2.53 -5.21
H -6.38 -1.04 -3.53
H -4.50 -0.38 -1.67
H -2.21 -1.61 -2.45
H -2.82 -2.95 -4.74
N 1.87 2.24 5.45
C 1.31 3.06 6.40
C 2.28 3.37 7.32
C 3.47 2.73 6.92
C 3.20 2.04 5.76
H 1.39 1.85 4.66
H 0.27 3.34 6.34
H 2.14 4.00 8.19
H 4.44 2.77 7.41
H 3.82 1.43 5.12
*
```


No. 2
This record from the OMol25 dataset describes the molecule C2H6IN in a non-equilibrium geometry. The level of theory is ωB97M-V/def2-TZVPD.

* E_LUMO: 0.18 eV
* energy relative to the best compared isomer or geometry (same formula, charge and spin): 112.3 kJ/mol
* E_HOMO: -0.3173 Eh
* M: 171.0 g/mol
* total energy: -432.1537 Ha

```
! wB97M-V def2-TZVPD RIJCOSX def2/J DEFGRID3
* xyz 0 1
C 0.36 -1.27 -0.01
C 0.12 1.25 0.04
N -0.61 0.11 -0.59
I -2.56 -0.01 0.00
H -0.42 -2.03 -0.13
H 1.28 -1.59 -0.63
H 0.82 -1.01 0.96
H -0.27 2.18 -0.27
H 0.25 1.16 1.09
H 1.03 1.20 -0.45
*
```


No. 3
This record from the OMol25 dataset describes the molecule CH3Cl2NO in a non-equilibrium geometry. The level of theory is ωB97M-V/def2-TZVPD.

* E_LUMO: 0.65 eV
* energy relative to the best compared isomer or geometry (same formula, charge and spin): 104.3 kJ/mol
* E_HOMO: -0.3824 Eh
* M: 115.9 g/mol
* total energy: -1090.2629 Ha

```
! wB97M-V def2-TZVPD RIJCOSX def2/J DEFGRID3
* xyz 0 1
C 0.91 -0.06 -0.06
N -0.49 -0.24 -0.73
O 0.76 0.71 1.03
Cl 1.35 -1.72 0.62
Cl 2.03 0.40 -1.32
H -1.05 -0.14 0.07
H -0.59 0.36 -1.50
H 1.59 0.48 1.45
*
```


No. 4
This record from the OMol25 dataset describes the ion C5H12NS with charge -1 in a non-equilibrium geometry. The level of theory is ωB97M-V/def2-TZVPD.

* E_LUMO: 3.58 eV
* energy relative to the best compared isomer or geometry (same formula, charge and spin): 133.9 kJ/mol
* E_HOMO: -0.0856 Eh
* M: 118.2 g/mol
* total energy: -650.6248 Ha

```
! wB97M-V def2-TZVPD RIJCOSX def2/J DEFGRID3
* xyz -1 1
C -1.68 0.89 -0.16
C -0.52 1.77 0.40
S -1.22 3.54 0.49
C -1.23 -0.61 -0.22
N -0.09 -0.99 -1.06
C 1.20 -1.55 -0.40
C 1.87 -0.60 0.59
H -1.67 1.14 -1.21
H -2.60 1.08 0.42
H 0.36 1.71 -0.24
H -0.39 1.41 1.45
H -2.01 -1.36 -0.58
H -1.11 -1.01 0.81
H 0.24 -0.24 -1.64
H 0.84 -2.51 -0.01
H 1.78 -1.85 -1.25
H 2.54 0.20 0.22
H 1.07 -0.03 1.04
H 2.59 -0.97 1.36
*
```


No. 5
This record from the OMol25 dataset describes a structure of composition CH2ClF2N3 in a non-equilibrium geometry. The level of theory is ωB97M-V/def2-TZVPD.

* E_LUMO (spin up / spin down): -1.10 / -1.10 eV
* energy relative to the best compared isomer or geometry (same formula, charge and spin): 736.4 kJ/mol
* E_HOMO (spin up / spin down): -0.3436 / -0.3436 Eh
* M: 129.5 g/mol
* total energy: -863.1945 Ha

```
! wB97M-V def2-TZVPD RIJCOSX def2/J DEFGRID3
* xyz 0 1
C -0.26 -0.32 0.02
N 0.14 -1.47 0.17
N 1.27 0.62 -0.76
N -1.08 0.60 0.39
F -1.25 1.70 -0.26
F -2.47 0.01 0.63
Cl 2.39 1.06 0.53
H -0.55 -2.18 0.50
H 1.80 -0.03 -1.22
*
```


No. 6
This record from the OMol25 dataset describes a cluster of 6 separate species, C16H43INO6 in total in a non-equilibrium geometry. The level of theory is ωB97M-V/def2-TZVPD.

* E_LUMO (spin up / spin down): 0.48 / -4.59 eV
* E_HOMO (spin up / spin down): -0.3296 / -0.3288 Eh
* M: 472.4 g/mol
* total energy: -1439.0908 Ha

```
! wB97M-V def2-TZVPD RIJCOSX def2/J DEFGRID3
* xyz 0 2
I 0.49 0.10 0.14
C 0.97 3.43 3.05
O 1.89 2.34 2.99
H 1.13 4.08 2.19
H -0.07 3.17 3.20
H 1.21 3.98 3.95
H 1.80 1.83 2.18
C -5.99 -1.70 0.88
O -4.57 -1.88 0.57
C -3.86 -0.66 0.82
C -2.89 -0.97 1.98
N -2.00 -2.09 1.65
C -1.14 -2.43 2.73
C -0.20 -3.61 2.23
O -1.09 -4.77 2.00
C -0.55 -6.05 2.33
H -6.02 -1.58 1.96
H -6.66 -2.51 0.60
H -6.45 -0.84 0.40
H -4.45 0.23 1.02
H -3.28 -0.38 -0.06
H -3.50 -1.29 2.82
H -2.40 0.00 2.09
H -1.28 -1.62 1.13
H -1.70 -2.82 3.59
H -0.51 -1.65 3.17
H 0.47 -3.79 3.07
H 0.47 -3.31 1.43
H -1.13 -6.92 2.04
H -0.38 -6.17 3.40
H 0.47 -6.06 1.96
C -3.89 -0.22 -2.88
C -2.37 -0.34 -3.11
C -1.77 1.06 -3.06
O -1.88 -1.14 -2.05
H -4.37 0.40 -3.65
H -4.26 0.10 -1.91
H -4.28 -1.23 -2.88
H -2.17 -0.86 -4.04
H -2.14 1.63 -2.21
H -2.15 1.64 -3.90
H -0.69 1.12 -3.17
H -1.10 -0.67 -1.75
C 2.62 4.70 -2.22
C 1.83 3.71 -1.35
C 0.62 4.35 -0.76
O 1.32 2.77 -2.23
H 2.09 4.91 -3.15
H 3.52 4.29 -2.68
H 2.71 5.62 -1.64
H 2.59 3.35 -0.65
H 0.26 5.15 -1.42
H 0.75 4.90 0.17
H -0.31 3.79 -0.66
H 1.03 1.98 -1.76
C 6.28 -1.55 -0.73
C 5.23 -0.49 -0.18
C 4.80 0.46 -1.27
O 4.13 -1.25 0.43
H 5.95 -2.02 -1.66
H 6.61 -2.35 -0.06
H 7.19 -1.04 -1.04
H 5.71 0.02 0.65
H 3.97 1.15 -1.12
H 4.44 -0.22 -2.05
H 5.62 1.03 -1.69
H 3.33 -0.78 0.21
*
```


No. 7
This record from the OMol25 dataset describes the molecule C16H20N10OS in a non-equilibrium geometry. The level of theory is ωB97M-V/def2-TZVPD.

* E_LUMO: 0.40 eV
* energy relative to the best compared isomer or geometry (same formula, charge and spin): 0.0 kJ/mol
* E_HOMO: -0.3244 Eh
* M: 400.5 g/mol
* total energy: -1642.6593 Ha

```
! wB97M-V def2-TZVPD RIJCOSX def2/J DEFGRID3
* xyz 0 1
O 2.12 2.53 -2.55
N 2.74 -4.59 0.71
N -7.27 -0.56 -2.59
N 5.42 -2.60 3.18
N -3.89 -0.61 0.16
C 3.69 -4.09 1.39
C -6.56 0.25 -1.89
C 4.39 -2.12 2.60
C -4.58 0.20 -0.54
C 3.31 -0.33 0.37
C 3.31 1.36 2.08
C -2.00 1.88 0.15
C -2.24 2.05 -2.23
C 2.69 0.54 -0.54
C 2.71 2.25 1.18
C -0.67 2.26 0.05
C -0.91 2.42 -2.35
C 3.63 0.05 1.67
C -2.82 1.81 -0.99
C 2.40 1.84 -0.12
C -0.11 2.57 -1.20
N 4.93 -4.56 1.19
N -6.64 1.55 -2.14
N 3.45 -2.95 2.05
N -5.78 -0.26 -0.90
N 4.29 -0.77 2.62
N -4.13 1.43 -0.97
S 1.66 3.07 -1.26
H 1.76 -4.31 0.88
H -7.18 -1.55 -2.32
H 5.43 -3.59 3.13
H -2.97 -0.26 0.35
H 3.60 -1.31 0.04
H 3.56 1.70 3.07
H -2.40 1.70 1.13
H -2.85 1.90 -3.15
H 2.36 0.25 -1.50
H 2.53 3.29 1.52
H -0.11 2.39 0.98
H -0.49 2.60 -3.33
H 4.91 -5.22 0.40
H 5.65 -3.83 1.20
H -6.68 2.04 -1.27
H -7.36 1.77 -2.83
H 2.65 -2.43 1.79
H -5.95 -1.20 -0.68
H 5.12 -0.39 3.11
H -4.74 1.82 -1.68
*
```


No. 8
This record from the OMol25 dataset describes the molecule C20H25N3O2. The level of theory is ωB97M-V/def2-TZVPD.

* E_LUMO: 0.45 eV
* energy relative to the best compared isomer or geometry (same formula, charge and spin): 48.7 kJ/mol
* E_HOMO: -0.3042 Eh
* M: 339.4 g/mol
* total energy: -1091.9095 Ha

```
! wB97M-V def2-TZVPD RIJCOSX def2/J DEFGRID3
* xyz 0 1
N -0.25 1.06 -5.24
H -0.47 1.16 -6.23
H 0.01 0.10 -5.07
C -1.40 1.42 -4.43
C -1.02 1.41 -2.95
C 0.04 2.46 -2.65
C 0.57 2.40 -1.22
H -0.27 2.31 -0.53
H 1.09 3.33 -0.97
C 1.53 1.23 -0.98
N 1.63 0.87 0.43
C 2.39 1.58 1.29
O 2.49 1.32 2.46
C 3.17 2.75 0.67
O 3.52 3.71 1.32
N 3.49 2.60 -0.64
H 4.06 3.32 -1.05
C 2.95 1.55 -1.46
H 2.93 1.88 -2.50
H 3.58 0.65 -1.39
C 0.88 -0.26 0.93
H 1.40 -0.61 1.83
H 0.88 -1.06 0.18
C -0.57 0.10 1.31
C -1.26 -1.12 1.87
C -1.31 -1.30 3.22
C -1.91 -2.44 3.79
C -2.46 -3.39 2.99
C -2.44 -3.24 1.59
C -3.01 -4.23 0.74
C -2.98 -4.09 -0.61
C -2.39 -2.96 -1.19
C -1.83 -1.99 -0.40
C -1.83 -2.09 1.01
H -1.39 -1.12 -0.87
H -2.38 -2.85 -2.27
H -3.42 -4.84 -1.25
H -3.46 -5.09 1.20
H -2.93 -4.27 3.41
H -1.92 -2.54 4.86
H -0.86 -0.56 3.87
H -1.10 0.48 0.45
H -0.54 0.88 2.07
H 1.17 0.34 -1.51
H -0.39 3.45 -2.82
H 0.86 2.34 -3.36
H -1.91 1.59 -2.34
H -0.64 0.41 -2.70
H -2.27 0.75 -4.58
H -1.71 2.43 -4.71
*
```


No. 9
This record from the OMol25 dataset describes a structure of composition C11H11F6N2O11P2S4Tl in a non-equilibrium geometry. The level of theory is ωB97M-V/def2-TZVPD.

* E_LUMO: -3.44 eV
* energy relative to the best compared isomer or geometry (same formula, charge and spin): 0.0 kJ/mol
* E_HOMO: -0.2498 Eh
* M: 855.8 g/mol
* total energy: -4410.1622 Ha

```
! wB97M-V def2-TZVPD RIJCOSX def2/J DEFGRID3
* xyz 0 1
Tl 1.00 1.84 -0.55
F 3.68 -1.22 -4.37
C 3.43 -1.47 -3.04
F 3.43 -0.32 -2.35
F 4.30 -2.32 -2.48
S 1.48 -2.33 -2.53
O 0.60 -0.85 -2.56
O 0.94 -3.04 -3.70
N 0.87 -2.92 -1.25
S 1.15 -2.50 0.36
O 1.90 -3.63 0.83
O 1.56 -1.12 0.52
C -0.58 -2.70 1.07
F -0.45 -2.54 2.42
F -1.45 -1.77 0.67
F -1.05 -3.93 0.86
S -0.85 3.13 2.12
C -0.09 2.11 3.20
N 0.81 1.15 2.92
C 1.21 0.46 4.04
C 2.26 -0.51 4.13
C 2.63 -0.97 5.38
C 1.94 -0.60 6.54
C 0.96 0.42 6.48
C 0.56 0.92 5.25
S -0.43 2.27 5.00
H 2.71 -0.92 3.22
H 3.46 -1.65 5.55
H 2.09 -1.11 7.51
H 0.57 0.85 7.37
C -3.85 0.91 -3.01
C -2.41 1.32 -3.14
O -2.18 1.46 -4.52
P -2.23 2.76 -1.94
O -3.20 3.93 -2.37
O -2.62 2.06 -0.52
O -0.78 3.19 -1.86
P -0.29 -0.09 -3.63
O -0.80 -1.21 -4.63
O -1.50 0.29 -2.68
O 0.42 1.11 -4.10
H -4.47 1.75 -3.33
H -4.11 0.53 -2.01
H -4.05 0.12 -3.75
H -1.25 1.83 -4.65
H -2.78 4.84 -2.29
H -2.30 2.48 0.28
H -0.20 -2.03 -4.47
*
```


No. 10
This record from the OMol25 dataset describes a structure of composition C24H27F6N8NiO5S3. The level of theory is ωB97M-V/def2-TZVPD.

* E_LUMO (spin up / spin down): -2.41 / -3.55 eV
* E_HOMO (spin up / spin down): -0.4161 / -0.4158 Eh
* M: 776.4 g/mol
* total energy: -5046.9622 Ha

```
! wB97M-V def2-TZVPD RIJCOSX def2/J DEFGRID3
* xyz 1 3
Ni 0.30 -0.90 -0.20
N 3.90 3.09 -1.74
C 4.66 1.98 -1.63
O 5.72 1.81 -2.19
C 4.10 0.89 -0.74
C 4.88 0.39 0.29
C 4.38 -0.62 1.09
C 3.11 -1.10 0.83
N 2.36 -0.65 -0.18
C 2.86 0.33 -0.95
H 4.26 3.85 -2.29
H 3.06 3.24 -1.20
H 5.88 0.79 0.45
H 4.96 -1.04 1.90
H 2.68 -1.90 1.43
H 2.26 0.64 -1.80
C 1.42 -0.05 4.79
C 0.08 -0.68 4.35
C 0.09 -0.96 2.92
N 0.13 -1.19 1.80
H 1.32 0.30 5.82
H 1.67 0.79 4.15
H 2.22 -0.79 4.75
H -0.75 0.00 4.55
H -0.11 -1.61 4.88
N -1.62 -0.95 -0.86
C -2.61 -0.34 -0.80
N -3.72 0.33 -0.73
C -4.54 0.11 0.50
C -5.37 1.34 0.81
C -6.20 1.72 -0.41
C -5.26 2.08 -1.56
C -4.37 0.90 -1.93
H -3.85 -0.11 1.31
H -5.19 -0.76 0.34
H -4.70 2.16 1.07
H -6.00 1.12 1.67
H -6.85 2.57 -0.18
H -6.84 0.88 -0.70
H -4.64 2.93 -1.28
H -5.82 2.36 -2.45
H -3.59 1.21 -2.62
H -4.97 0.12 -2.41
F -1.17 3.90 2.14
C -0.94 2.61 2.05
F -0.47 2.19 3.24
F -2.06 1.94 1.82
S 0.41 2.21 0.79
O -0.18 1.10 0.02
O 1.52 1.86 1.61
N 0.69 3.46 -0.13
S -0.55 3.89 -1.07
O -0.43 5.23 -1.51
O -1.79 3.41 -0.53
C -0.32 2.86 -2.63
F -0.42 3.64 -3.70
F -1.25 1.91 -2.71
F 0.89 2.27 -2.66
N -1.33 -3.63 0.68
C -0.16 -3.88 0.07
N 0.54 -2.99 -0.60
C 1.67 -3.59 -1.18
C 2.56 -2.99 -2.06
C 3.62 -3.73 -2.55
C 3.81 -5.06 -2.19
C 2.91 -5.69 -1.34
C 1.85 -4.93 -0.85
S 0.54 -5.48 0.16
H -1.78 -2.76 0.50
H -1.87 -4.40 1.05
H 2.41 -1.97 -2.38
H 4.32 -3.27 -3.25
H 4.66 -5.61 -2.57
H 3.02 -6.73 -1.07
*
```


No. 11
This record from the OMol25 dataset describes a structure of composition C27H25Cl2FN5O4SSc. The level of theory is ωB97M-V/def2-TZVPD.

* E_LUMO: -6.17 eV
* energy relative to the best compared isomer or geometry (same formula, charge and spin): 1394.3 kJ/mol
* E_HOMO: -0.5007 Eh
* M: 650.5 g/mol
* total energy: -3797.1225 Ha

```
! wB97M-V def2-TZVPD RIJCOSX def2/J DEFGRID3
* xyz 2 1
Sc 1.04 0.60 0.56
C -4.71 -3.13 -2.77
C -4.74 -1.61 -2.83
C -6.11 -1.00 -2.56
C -6.55 -1.30 -1.13
C -5.49 -0.89 -0.15
C -5.80 -0.60 1.15
C -4.82 -0.20 2.06
F -5.18 0.07 3.31
C -3.51 -0.06 1.69
C -3.15 -0.36 0.37
C -1.78 -0.22 -0.05
O -0.90 0.18 0.81
C -1.48 -0.51 -1.39
C -2.50 -0.91 -2.23
N -3.76 -1.06 -1.86
C -4.13 -0.78 -0.55
C -0.11 -0.40 -2.00
O 0.04 -0.37 -3.20
O 0.89 -0.34 -1.14
H -5.43 -3.54 -3.47
H -4.96 -3.50 -1.77
H -3.73 -3.51 -3.03
H -4.39 -1.28 -3.81
H -6.82 -1.41 -3.28
H -6.06 0.08 -2.72
H -6.77 -2.36 -1.01
H -7.47 -0.76 -0.91
H -6.83 -0.66 1.50
H -2.77 0.28 2.40
H -2.27 -1.13 -3.27
N 5.83 2.61 -0.03
C 5.71 1.42 0.77
C 6.82 1.14 1.58
C 6.86 -0.01 2.33
C 5.79 -0.91 2.25
C 4.69 -0.62 1.46
C 4.62 0.56 0.71
N 3.47 0.71 -0.09
C 5.12 3.22 -0.91
C 2.60 1.85 -2.30
C 1.47 2.53 -2.58
S 0.43 3.35 -1.52
C 1.13 2.82 0.06
N 2.56 3.25 0.07
H 6.73 3.09 0.08
H 7.65 1.83 1.60
H 7.72 -0.23 2.94
H 5.82 -1.84 2.79
H 3.88 -1.33 1.38
H 1.13 2.47 -3.61
H 0.63 3.43 0.82
Cl 3.33 2.17 -0.72
C 3.30 0.80 -3.08
Cl 5.06 1.09 -3.19
H 2.90 0.81 -4.09
H 3.14 -0.18 -2.64
C 0.22 -0.48 4.22
C 1.58 -0.21 3.66
N 2.64 -0.37 4.42
O 1.72 0.18 2.47
H -0.32 0.46 4.28
H 0.26 -0.94 5.21
H -0.32 -1.13 3.53
H 3.55 -0.16 4.04
H 2.56 -0.67 5.38
*
```


> What is the M in the fourth record?

118.2 g/mol